# 1
Computed, not measured: a cluster of 2 separate species, C4H12 in total in a non-equilibrium geometry, with the ωB97M-V functional and the def2-TZVPD basis.

The geometry in XYZ format:
```
16
Properties=species:S:1:pos:R:3:mulliken_charge:R:1
C 0.84600 -1.01636 -0.67204 -0.632
C 2.10200 -1.34441 -1.46954 -1.000
H 0.85615 -1.46953 0.31204 0.288
H 0.64162 0.05828 -0.65478 0.176
H -0.04080 -1.36844 -1.22421 0.273
H 1.96746 -1.08623 -2.52196 0.289
H 2.94870 -0.71835 -1.19230 0.301
H 2.30323 -2.41469 -1.42311 0.295
C -1.06670 1.09951 1.75029 -0.793
C -1.83366 1.19837 0.41763 -0.909
H -1.58536 1.58739 2.58710 0.316
H -0.82677 0.08528 2.05358 0.255
H -0.11967 1.62812 1.68825 0.259
H -1.24431 1.71029 -0.33094 0.288
H -2.71985 1.81611 0.56135 0.353
H -2.22805 0.23467 0.11863 0.241
```

Calculated values
* HOMO level: -11.62 eV
* HOMO-LUMO gap: 12.790 eV
* SMILES: CC.CC
* ΔE to the lowest compared entry with this formula, charge and spin: 0.269 eV

# 2
Computed, not measured: a cluster of 2 separate species, C4H12 in total in a non-equilibrium geometry, with the ωB97M-V functional and the def2-TZVPD basis.

The geometry in XYZ format:
```
16
Properties=species:S:1:pos:R:3:mulliken_charge:R:1
C -2.20365 0.75317 1.01260 -0.774
C -1.85903 -0.57137 1.73076 -0.779
H -1.59181 1.58446 1.36154 0.250
H -2.01862 0.61657 -0.05397 0.218
H -3.24417 1.06673 1.10812 0.306
H -2.66622 -0.90837 2.37744 0.284
H -1.01482 -0.41165 2.40558 0.250
H -1.52566 -1.32545 1.01876 0.244
C 1.54264 -0.12273 -1.96928 -0.755
C 2.51279 -0.06354 -0.78198 -0.827
H 1.95857 -0.06186 -2.97246 0.310
H 0.92653 -1.02333 -1.90460 0.236
H 0.81638 0.69526 -1.88713 0.221
H 3.53713 0.12915 -1.10925 0.289
H 2.58787 -1.03308 -0.29964 0.258
H 2.24209 0.67604 -0.03649 0.266
```

Calculated values
* HOMO level: -11.80 eV
* HOMO-LUMO gap: 12.894 eV
* SMILES: CC.CC
* ΔE to the lowest compared entry with this formula, charge and spin: 0.314 eV

# 3
Computed, not measured: a cluster of 2 separate species, C4H12 in total in a non-equilibrium geometry, with the ωB97M-V functional and the def2-TZVPD basis.

The geometry in XYZ format:
```
16
Properties=species:S:1:pos:R:3:mulliken_charge:R:1
C -1.23102 -1.15069 0.95819 -0.955
C -2.35658 -0.84671 -0.00101 -0.761
H -0.36508 -1.54893 0.40559 0.248
H -0.93295 -0.38757 1.67387 0.329
H -1.22142 -2.05918 1.60077 0.362
H -3.31139 -0.82406 0.52707 0.295
H -2.41341 -1.68342 -0.69463 0.238
H -2.18230 0.15046 -0.39143 0.262
C 1.12035 1.35010 -0.63198 -0.635
C 2.44946 0.67178 -0.31701 -0.876
H 0.28723 0.65433 -0.64893 0.026
H 0.81882 2.27831 -0.14401 0.328
H 1.26917 1.73792 -1.64846 0.301
H 3.22064 1.34785 0.04726 0.324
H 2.80339 0.05117 -1.13707 0.269
H 2.31133 -0.04993 0.50179 0.246
```

Calculated values
* HOMO level: -11.20 eV
* HOMO-LUMO gap: 12.359 eV
* SMILES: CC.CC
* ΔE to the lowest compared entry with this formula, charge and spin: 0.644 eV

What did the second record say?
Computed, not measured: a cluster of 2 separate species, C4H12 in total in a non-equilibrium geometry, with the ωB97M-V functional and the def2-TZVPD basis.

The geometry in XYZ format:
```
16
Properties=species:S:1:pos:R:3:mulliken_charge:R:1
C -2.20365 0.75317 1.01260 -0.774
C -1.85903 -0.57137 1.73076 -0.779
H -1.59181 1.58446 1.36154 0.250
H -2.01862 0.61657 -0.05397 0.218
H -3.24417 1.06673 1.10812 0.306
H -2.66622 -0.90837 2.37744 0.284
H -1.01482 -0.41165 2.40558 0.250
H -1.52566 -1.32545 1.01876 0.244
C 1.54264 -0.12273 -1.96928 -0.755
C 2.51279 -0.06354 -0.78198 -0.827
H 1.95857 -0.06186 -2.97246 0.310
H 0.92653 -1.02333 -1.90460 0.236
H 0.81638 0.69526 -1.88713 0.221
H 3.53713 0.12915 -1.10925 0.289
H 2.58787 -1.03308 -0.29964 0.258
H 2.24209 0.67604 -0.03649 0.266
```

Calculated values
* HOMO level: -11.80 eV
* HOMO-LUMO gap: 12.894 eV
* SMILES: CC.CC
* ΔE to the lowest compared entry with this formula, charge and spin: 0.314 eV